93
Properties=species:S:1:pos:R:3 method="wB97M-V/def2-TZVPD" multiplicity=1 homo_energy_ev=-10.0 e_lumo_ev=-0.35 gap_ev=9.62
Br 5.6658 -3.0106 -6.8605
Br 1.5390 -3.5511 -2.3337
O 4.0533 1.8091 -5.0646
H 6.7651 0.8070 -1.6188
Br 7.5313 4.5728 -8.6589
Br -2.1395 1.4502 1.8885
Br -4.3875 1.0160 -3.7589
H 4.8443 1.5594 0.6051
Br -1.7773 0.5307 5.8876
Br 4.7027 -5.7910 -8.1030
C 6.2823 0.2729 -2.4576
C 9.4264 4.3934 -12.0812
H -0.1583 -5.3024 -2.7598
Br 9.7260 6.0001 -13.0939
Br 5.4552 2.9036 -10.4222
Br -7.5479 -1.8628 6.7494
H 7.9179 -0.7804 -8.3335
H 7.0816 -0.1041 -3.1208
H -2.8278 1.0630 -1.8399
Br -0.9622 -4.4576 -0.5825
H 6.1963 -1.6417 -1.5885
H 3.4171 0.5760 -1.8426
C 4.0066 -0.6669 -4.1381
Br 10.2444 -1.6058 -8.2457
C 5.7335 3.8888 -8.7937
H 3.9592 -1.2631 -5.0734
Br -13.8166 5.2904 11.8233
Br 7.8775 -2.3739 -10.2234
H 3.1169 2.0335 0.5270
H 5.1163 -2.4006 -3.4106
Br -3.5488 3.1133 5.3695
Br -9.7131 1.6797 11.5169
H -3.9367 1.2222 6.9155
Br -8.6694 -0.0334 4.4116
H 6.1665 -5.3226 -6.1644
Br 4.4341 5.2866 -8.5765
H -15.3878 3.6271 12.7522
Br -13.2968 2.1724 7.8370
S 4.9502 0.7712 -4.5891
H 2.9835 -0.3040 -3.9308
C -3.7520 1.5912 -2.0371
Br 8.7605 2.9700 -13.1860
C -15.5215 4.6547 12.4399
C 8.6369 -0.9981 -9.1125
Br -4.7243 0.2128 4.7994
C -3.5552 1.2645 5.9038
Br 2.2628 -2.6553 5.1641
Br -0.5128 -0.1829 -0.3009
Br -0.8608 -3.0889 4.7911
Br -4.9777 1.1199 -0.6338
C 0.6301 -3.2367 5.9977
C 3.9836 1.7006 -0.0691
H 0.7432 -4.2851 6.2393
H -0.7329 -0.5555 2.1351
C -9.0675 0.5858 10.0734
Br -9.0594 -3.1888 4.2877
Br -16.8210 4.6466 11.0204
H 3.6627 -1.9892 -2.4491
Br 10.9971 3.8592 -11.1091
C -14.5352 1.2260 8.9577
Br -10.5216 -0.2478 9.1310
H -15.5074 1.6845 8.8332
C 5.2602 -4.8515 -6.5214
H 4.2309 2.5052 -0.7879
C 0.3630 -5.0043 -1.8599
H 2.7896 -0.1139 -0.3280
Br 3.9614 -4.9786 -5.1075
Br 5.6753 -2.2742 2.0941
H -8.4687 -0.2043 10.5069
H 5.6013 3.1944 -7.9712
Br 8.9366 0.6212 -10.1013
Br 0.3049 -2.3032 7.6492
C 3.6694 0.3710 -0.7902
C -8.9220 -1.6451 5.4258
Br 4.5292 -4.3221 -0.0574
Br -7.9308 1.5831 8.8858
C -0.6093 0.3477 1.5504
O 5.4831 1.2571 -3.1677
H 8.6589 4.6095 -11.3520
H -9.8617 -1.5467 5.9542
H 4.0283 -4.0998 2.3510
Br -3.3466 3.4697 -2.0182
C 4.1806 -3.3634 1.5731
C 4.5511 -1.5557 -2.9738
Br -16.1439 5.6452 13.9653
Br 1.0223 1.1770 2.1387
O 6.0946 0.3632 -5.3865
C 5.4473 -0.8855 -1.9041
O 4.7603 -0.5574 -0.6977
Br 1.3624 -6.5258 -1.2426
Br -14.6907 -0.6191 8.4344
Br -14.0511 1.3859 10.8126
Br 2.5629 -2.3345 1.4326

***

24
Properties=species:S:1:pos:R:3 method="wB97M-V/def2-TZVPD" charge=-1 multiplicity=1 homo_energy_ev=-0.8 e_lumo_ev=2.62 gap_ev=3.42
C 2.9252 0.8473 0.9745
H 0.2766 0.5477 0.7994
C -3.6380 0.9137 -2.0098
H 0.4460 -2.2034 1.7644
H 1.3958 -0.7953 2.3077
H -4.3323 0.0960 -1.8326
Cl -3.4547 1.0661 0.7140
H 2.0522 1.5192 1.0790
H 2.5120 -3.0919 1.4610
H 1.5498 -2.0294 -0.4501
H -0.5546 -0.6691 0.1095
C -3.6391 1.8834 -0.8528
C 0.9037 -1.2539 1.4486
Cl -2.0323 0.1983 -2.3030
C 2.0037 -1.5232 0.4228
H -4.5911 2.4132 -0.8398
C 2.6723 -0.2217 -0.0766
H 2.0382 0.0698 -0.9494
H -3.9197 1.4404 -2.9205
O 2.9875 -2.3994 0.9927
H 3.6174 -0.5449 -0.5304
N -0.1476 -0.3560 0.9835
H -2.8271 2.6007 -0.9459
H 3.7561 1.4925 0.6538

***

141
Properties=species:S:1:pos:R:3 method="wB97M-V/def2-TZVPD" multiplicity=1 homo_energy_ev=-9.4 e_lumo_ev=-0.80 gap_ev=8.62
H -4.4893 -1.9076 -4.8061
C -2.5723 2.9087 -2.7448
C 3.6773 4.1111 2.0212
C 0.1221 4.2380 0.7332
C 6.2749 -5.6201 -6.7441
F 7.2807 -6.0891 -7.4743
C 6.6526 -5.5882 -5.2522
H 2.6694 0.4710 6.8112
H -9.4671 -2.2970 -2.1512
C -2.7178 3.9563 0.7856
O -3.4465 -0.5249 -3.1193
C 4.7956 3.7856 4.2904
H 0.6448 -1.8714 -2.0555
C -0.5710 4.7455 1.8286
H -2.2341 -2.2126 -2.8238
H -3.7101 -3.3769 -1.5850
H -0.4534 5.4460 3.8672
H -4.9019 -2.2691 -2.2670
H 6.6921 3.4955 5.2534
C 1.5004 4.0615 0.7969
O 5.5426 4.5874 6.5062
O 7.5887 -6.1738 -4.7958
C -1.1693 0.4891 2.9425
C -4.0102 -2.3352 -1.6521
C 0.2244 0.4046 3.5897
C -5.7370 5.5106 1.8150
H 4.1116 4.4308 1.0757
F -1.1859 1.4509 2.0241
C 4.4625 4.7830 3.1634
F 5.2122 -6.4151 -6.9306
C 5.9544 4.2859 5.1760
F -2.1225 0.7529 3.8422
C 1.7661 0.6704 6.2364
O -0.1185 3.9586 -1.5706
H 0.9521 0.8971 6.9256
C 7.0274 -3.7368 -2.8231
F -9.1628 -2.6566 2.1603
O -6.3868 4.6510 0.8902
H -7.9545 -4.2421 -2.6640
H 2.2040 -0.7546 4.6639
H 1.9651 5.1119 4.0081
C -8.8645 -3.6190 -7.5929
H 1.5970 -0.4951 -2.5843
H -4.5270 2.7603 0.6247
C 1.2449 -1.0321 -1.7074
H -2.2789 -1.0883 -1.4720
O 1.2311 -3.0787 0.0529
H 1.9359 1.5552 5.6232
O 5.7714 -4.8571 -4.5877
F -8.3385 -3.2284 -8.7572
O -7.6846 -4.1418 -5.5494
F -10.0055 -2.9412 -7.4010
O -7.3933 -2.1374 -6.5251
H -0.3871 0.2988 -1.3554
C -3.3122 1.8385 -3.5526
H -3.3776 2.0941 -4.6080
H -5.7050 5.1261 2.8181
F -1.4795 -0.6694 2.3436
H -4.3445 1.7340 -3.2179
H -1.5624 2.9635 -3.1244
O -1.4432 0.3924 -3.4485
H 5.0603 2.8458 3.8166
H -6.9708 -2.0248 -4.4904
H 8.0011 -4.0310 -3.2134
C 10.4626 -1.1243 2.8780
H -5.1336 -3.3818 -5.5398
C -9.7637 -3.3211 -1.9264
H -4.7072 -2.0168 -6.5607
O 8.4823 -0.9407 5.3680
H 3.9232 3.6687 4.9295
O -2.6405 5.7563 2.3116
H -4.6455 5.4133 -0.0683
H 3.9246 5.6376 3.5645
H 3.7980 3.0292 2.0531
C 9.0279 0.1200 5.3010
C 2.1828 4.3705 1.9839
O 1.1964 0.9174 3.1179
C -2.0681 3.4746 -0.2838
H 10.8473 -1.6108 4.9543
F 3.4590 -3.7468 1.4287
H 2.0219 3.6851 -0.0710
O 2.4332 -1.5172 -1.0421
H 9.4210 -1.4431 2.8886
C -2.8691 -1.5254 -2.2711
C -8.3506 -3.4787 1.4825
F 9.0234 1.7673 6.9962
F 5.9635 -4.3989 -7.1931
H 6.2161 -5.7447 -2.7553
C -4.1336 3.6189 1.1547
H 5.3893 5.1607 2.7398
H -5.7630 6.5597 1.5553
H -10.8380 -3.3931 -2.0805
C 1.4701 4.8706 3.0805
F -7.1151 -3.3222 1.9474
C 3.6167 -2.9447 0.3818
H -9.2619 -4.1478 -3.8421
H -6.5073 -0.6471 -5.4773
F 8.5751 2.4355 4.9830
O 10.2247 0.3686 4.7934
H 6.7741 -2.7717 -3.2630
C 0.0846 5.0651 3.0139
H 1.2666 -1.4087 5.9991
F 4.3304 -1.8850 0.7773
H -4.2296 3.5419 2.2311
H 4.7571 5.1366 6.4359
H 11.0668 -1.9329 2.4686
H -4.2438 -2.0032 -0.6458
O -9.5535 -3.5913 -0.5246
H 6.4383 5.1487 4.7140
O -7.5470 -2.5676 -0.6037
C 10.9388 -0.7691 4.2693
F 4.3386 -3.6029 -0.5429
H -3.1058 3.8395 -2.9195
C -2.0369 4.9085 1.7082
C 2.2586 -2.5264 -0.2079
C -2.6293 2.4992 -1.2697
F -8.7347 -4.7362 1.7250
H 11.9841 -0.4698 4.2500
C -5.0093 4.8085 0.7504
H 5.0104 -4.4674 -2.7509
H 0.0772 -0.6450 0.0680
C -8.4109 -3.1552 -0.0210
F -9.1568 -4.9123 -7.6771
H -2.0321 1.5897 -1.1652
H 7.1072 -3.6222 -1.7429
C 1.4162 -0.5270 5.3805
C 8.4214 1.4219 5.8535
C -6.5265 -1.7340 -5.4422
H 1.0797 0.7054 -0.4478
C -0.6502 3.8921 -0.4905
C -7.8984 -3.3548 -6.4249
H 10.5368 -0.2597 2.2177
H -3.6542 2.2142 -1.0531
H -9.3232 -5.3373 -2.5351
C 5.9707 -4.7647 -3.1622
C -2.6347 0.5148 -3.3808
C -5.1318 -2.2933 -5.5947
F 7.1249 1.2676 6.0990
O 0.1656 -0.3287 4.6873
C 0.4542 -0.1137 -0.8078
C -9.0328 -4.3189 -2.7960

***

15
Properties=species:S:1:pos:R:3 method="wB97M-V/def2-TZVPD" de_lowest_kj_mol=439.3 charge=+1 multiplicity=1 homo_energy_ev=-14.4 e_lumo_ev=-4.88 gap_ev=9.48
H 0.9936 0.9683 2.5445
C -1.2535 0.5220 -1.2643
H -0.4284 1.5906 1.2687
H 1.0918 1.9484 1.1351
H 2.0141 -1.2366 1.4213
C 0.5597 -0.0016 0.6825
C 0.5435 1.1143 1.4754
H -1.3458 1.1698 -2.0876
H -1.0202 -1.7742 -0.7300
N 1.1364 -1.1334 0.7932
N 0.0756 0.1038 -1.0381
H 0.9022 -1.8399 0.0559
C -0.8322 -0.8940 -1.4652
H -0.6446 -1.3067 -2.5090
H -1.7923 0.7691 -0.2823